Molecular formula: C2H3NS3
Method: DFT, ωB97M-V with the def2-TZVPD basis set

Element x y z (Å)
C  -0.54709  -0.92341  -0.09040
S  2.50203  -0.69303  -0.05546
H  -2.18736  0.88806  0.41669
S  -2.08678  -1.38380  -0.08010
S  -1.00266  1.62025  -0.09196
N  0.03652  0.26754  0.07215
H  1.79807  1.51583  -0.12245
H  0.07772  -1.79279  0.05505
C  1.40955  0.50135  -0.10353

Cartesian forces (eV/Å) of the 6 atoms listed first:
C 0.51 -2.44 1.33
S 0.10 0.17 -0.26
H 1.93 0.96 -0.81
S -1.22 0.51 -0.26
S -1.94 0.11 0.83
N 0.10 1.58 -1.17

Output
- Energy above the lowest of the compared OMol25 structures with the same formula, charge and spin: 1.659 eV
- E_tot: -1327.25569 Eh
- Orbital gap: 7.784 eV
- HOMO level: -8.95 eV
- Net charge: 0
- LUMO: -1.16 eV



Molecular formula: C10H15NO2
Method: DFT, ωB97M-V with the def2-TZVPD basis set

Element x y z (Å)
C  -0.23405  1.72330  0.85772
C  0.98586  0.17887  2.31913
H  -0.23415  -1.55010  2.92637
H  -0.21344  2.53561  0.14262
C  -1.43595  0.93083  0.96105
O  -2.46962  -1.07035  1.89035
C  -0.25758  -2.03537  -1.84192
C  0.33808  -0.26371  -3.58711
H  2.74132  2.06265  2.35584
H  1.34964  0.11517  -3.69631
H  -2.36243  1.15718  0.44854
H  -0.72402  0.05456  -1.65173
H  1.91264  3.31137  1.55401
H  -3.20338  -0.58433  2.27929
H  -1.18273  -3.11352  -0.33929
H  2.70322  2.14668  0.54582
H  -1.15564  -1.45118  -0.08769
C  -1.36613  -0.22222  1.77430
C  0.04836  -0.56827  -2.09843
H  -0.40232  0.42389  -3.99061
H  0.32439  -1.23128  -4.09082
C  -0.20270  -0.60334  2.39079
O  0.16936  -2.95624  -2.52046
C  0.90231  1.37081  1.54385
C  2.13337  2.24308  1.46655
H  0.93118  -0.33763  -1.49278
N  -1.05906  -2.20220  -0.75861
H  1.96349  -0.06428  2.69953

Cartesian forces (eV/Å) of the 6 atoms listed first:
C -0.27 -0.24 -0.06
C -0.21 1.38 -0.85
H 0.06 0.13 0.10
H 0.04 0.32 0.16
C -0.30 -0.40 0.26
O -0.15 -0.37 0.06

Output
- Energy above the lowest of the compared OMol25 structures with the same formula, charge and spin: 0.000 eV
- E_tot: -595.27024 Eh
- Multiplicity: 2
- Orbital gap (alpha / beta): 3.404 / 7.545 eV
- HOMO level (alpha / beta): 0.21 / -4.00 eV
- Net charge: -1
- LUMO (alpha / beta): 3.62 / 3.55 eV



Molecular formula: C53H77N7O6
Method: DFT, ωB97M-V with the def2-TZVPD basis set

Element x y z (Å)
C  -2.26613  -0.84202  -4.06042
H  3.70607  2.83603  4.99719
C  4.26225  1.20590  -3.16589
H  -2.39156  -0.93734  -6.17499
H  -0.55650  4.54252  -0.80849
O  1.19315  -0.00666  -1.18341
H  0.04736  -5.56113  3.51272
H  5.19417  3.59003  2.77157
H  -1.88290  -0.73583  6.20487
C  0.19633  1.00182  -1.41533
H  3.23616  5.38411  1.34521
H  -0.20458  -0.22279  1.66092
H  0.63807  1.99193  -1.52785
C  -2.56123  -1.50945  -5.27482
H  5.29515  1.95882  0.50388
H  1.92227  -5.41361  0.22910
H  -4.21168  3.54312  2.63653
C  0.11654  -4.25068  -4.70341
C  -0.78919  1.32927  3.85091
H  -1.62966  1.25954  -0.36154
N  -0.30107  -3.84603  -2.43685
H  -6.24568  2.02713  3.53781
H  5.25820  0.86065  1.92619
H  0.10287  1.46706  3.23989
H  -2.26013  3.06026  -1.59415
H  -1.77519  0.10933  -3.91790
C  -0.59072  1.96671  5.22880
H  1.93386  0.16997  0.79325
H  1.60276  6.95780  0.31610
H  3.47881  -2.03449  -1.91362
H  -0.79072  -5.14205  1.41412
C  -6.05182  0.86368  1.80756
H  3.60205  3.08666  0.16116
C  -2.39526  4.13536  -1.71248
C  1.90623  6.09568  -0.25927
C  0.98531  -5.95429  0.36277
H  -4.75217  1.40179  3.46144
H  -5.65184  -4.89105  0.26906
C  0.29314  -5.02934  1.43946
H  -0.07155  -0.44165  6.04518
C  -3.80682  -2.60524  1.84124
H  4.11284  -0.53115  -0.08831
H  -7.04865  1.15244  1.47432
H  4.03721  -4.50587  -1.62925
C  -4.03834  1.97815  1.15955
H  6.16307  0.41273  -2.83781
C  4.38044  0.61681  -5.79602
C  -6.11925  -4.04123  2.24496
H  0.33699  -5.88120  -0.51041
C  5.36849  1.89141  1.58932
C  0.88031  -7.14997  2.34404
N  4.67472  2.80225  2.41148
H  1.53504  -1.40602  0.18227
H  4.92256  -1.50659  2.08508
O  0.95479  -7.24825  0.89564
C  -1.60285  4.81769  -0.67611
N  -4.25363  -3.44606  0.85438
H  -1.63920  1.74105  3.30684
H  2.02227  3.41880  4.15890
H  -5.89149  -0.15575  2.15850
C  -1.07886  -0.18379  5.71817
C  -3.37995  -2.67520  -2.95525
H  -2.62425  4.54452  -3.75275
H  -0.15847  -0.72838  3.87054
H  0.49022  -3.96210  1.33808
H  -2.00040  4.71728  0.33383
C  1.21127  -0.36522  0.17719
H  -0.83935  -1.14755  0.34495
H  -0.30790  1.89046  0.49791
H  -0.91952  4.48625  -3.18142
O  -1.28651  1.17604  6.19699
H  -2.93349  -2.04817  1.53566
H  6.45894  -0.03040  -5.36781
H  -0.87472  3.01892  5.21121
C  -0.22787  -0.27436  0.57239
O  -4.96970  0.94723  0.80699
C  3.21314  1.54337  -3.99711
H  -3.59029  -3.14702  -6.19477
C  2.01409  4.73601  -2.18380
C  4.74868  -2.09107  1.19371
C  -0.58765  1.04222  -0.12686
H  -3.22400  1.41027  1.60950
C  -5.51039  1.77575  2.77344
H  0.94923  6.62627  -2.07629
C  -5.78143  -3.07986  3.16944
C  -1.93855  4.79001  -2.94180
C  1.55658  5.88612  -1.57659
H  -1.18255  -5.40925  -3.53488
H  1.48798  -2.70210  -5.60417
H  0.45825  1.97853  5.52481
C  -2.02048  6.22018  -2.46418
C  4.31168  -1.58979  -0.01000
H  -0.55764  0.72513  -2.15226
C  -3.29786  -2.65836  -5.27711
H  -5.61147  3.59026  1.61243
H  6.44762  2.02869  1.65810
H  -6.81821  -4.79249  2.58181
N  4.66552  -4.27294  0.27004
H  5.34502  -3.86292  2.27354
H  1.69003  4.54900  -3.19692
C  -4.87447  2.91279  2.04366
C  -2.72339  -1.42006  -2.87531
C  0.81843  -5.70276  2.75542
N  3.28375  1.28864  -5.38167
H  2.47544  2.18511  -3.53843
H  1.74155  -5.24468  3.11056
C  3.00356  3.91396  -0.19066
H  1.61171  -1.36092  -3.63134
H  -1.32743  6.86894  -2.99981
H  1.73804  -7.51162  2.91115
H  3.45809  4.30677  4.15690
H  -3.44297  4.42156  -1.62036
C  -0.95964  -0.08279  4.23035
H  0.15438  -4.85466  -5.59794
H  -2.66984  -0.77757  -2.00886
C  3.57473  2.43359  3.06847
C  0.50149  -2.80472  -2.42409
H  4.15792  1.50747  -2.13411
C  5.43525  0.64309  -3.60176
H  -6.31223  -2.99198  4.10589
H  -4.42366  -1.55870  3.66089
C  3.99647  -2.42026  -1.04782
C  4.26881  -3.75479  -0.88855
C  3.10213  3.27763  4.20451
C  -5.37935  -4.18003  1.03495
C  0.89597  -3.06599  -4.77742
O  2.84704  1.49944  2.76334
H  -3.71797  2.52854  0.27494
N  2.66310  3.74004  -1.52932
H  0.82852  -2.42139  -1.46884
C  1.14194  -2.33282  -3.59779
O  -1.72815  6.16390  -1.10428
H  4.29455  0.31166  -6.82844
H  -3.73926  -3.14310  -2.05061
N  -3.70317  -3.26746  -4.13157
C  2.83497  5.20471  0.35867
H  -3.01536  6.66128  -2.52520
C  5.52207  0.34497  -4.98341
C  -4.62223  -2.32837  2.92974
H  -0.05949  -7.54421  2.73064
H  -1.85456  -0.52566  3.79321
C  4.92049  -3.47387  1.35986
C  -0.62412  -4.48754  -3.60575

Cartesian forces (eV/Å) of the 6 atoms listed first:
C -0.97 -1.45 0.59
H -1.20 -0.02 1.02
C -0.71 0.51 0.75
H 0.35 -0.41 -0.37
H 0.21 -0.39 0.70
O 0.52 0.88 -1.53

Output
- Energy above the lowest of the compared OMol25 structures with the same formula, charge and spin: 5.807 eV
- E_tot: -2900.16441 Eh
- Orbital gap: 9.058 eV
- HOMO level: -8.91 eV
- Net charge: 0
- LUMO: 0.15 eV



Molecular formula: C20H26ClNOs
Method: DFT, ωB97M-V with the def2-TZVPD basis set

Element x y z (Å)
H  0.22425  -3.17458  0.66964
C  -0.93971  1.58346  -5.72326
H  2.44347  0.31955  4.94344
N  0.52988  1.50239  3.58071
C  -2.03790  -1.42903  0.36634
C  -0.89177  0.90340  5.43357
H  0.85268  -1.07603  2.27438
H  -2.03760  0.22869  7.12920
C  1.09968  -1.18637  1.22093
C  -1.65011  -0.39745  1.26987
H  -1.40963  1.80600  0.95731
H  2.14317  -0.86034  7.12348
H  -2.09550  -2.48577  0.59553
C  1.80777  -0.23627  0.43488
C  0.03551  -0.38580  7.27387
C  0.14706  0.56812  -5.37442
H  -1.04980  -1.18231  -5.87988
Cl  0.00885  0.19917  -3.37181
H  -0.09843  -0.89904  8.23536
H  1.67189  1.34330  -6.71392
H  -2.60630  -1.36985  -1.79215
C  -2.10337  0.56873  -0.77424
H  1.68297  2.08371  -5.10783
H  -1.93677  1.19951  -5.47789
C  -1.05028  0.25142  6.65868
C  1.47086  0.30323  5.44100
C  1.29164  -0.35597  6.65851
H  -0.20719  2.08027  3.17859
H  -1.74092  1.38586  4.93245
C  1.90351  -0.73450  -0.89184
H  0.71194  -1.48536  -5.83282
H  -0.00863  -0.61229  -7.18994
H  1.13785  -2.64317  -1.79444
C  0.37161  0.92593  4.80538
C  -0.06327  -0.75808  -6.10220
C  1.53903  1.13801  -5.64079
C  1.26538  -2.00960  -0.92463
H  2.15894  0.73179  0.77828
H  2.35203  -0.21448  -1.73516
H  -0.92909  1.80533  -6.80041
H  -2.18288  1.30373  -1.56817
H  -1.35489  -0.51902  2.30886
H  1.46837  1.64139  3.20502
Os  -0.22367  -0.53050  -0.28397
H  2.32122  0.43026  -5.34437
C  -2.31768  -0.83622  -0.89338
H  -0.77518  2.52856  -5.19438
C  -1.69745  0.83595  0.56038
C  0.76842  -2.28574  0.37623

Cartesian forces (eV/Å) of the 6 atoms listed first:
H 0.25 0.07 -0.06
C -0.15 -0.07 0.72
H -0.23 -0.03 0.27
N 0.05 -0.05 1.10
C -1.48 -0.73 1.43
C -1.22 -0.40 1.05

Output
- E_tot: -1382.55510 Eh
- Multiplicity: 5
- Orbital gap (alpha / beta): 5.208 / 5.858 eV
- HOMO level (alpha / beta): -10.71 / -15.39 eV
- Net charge: +2
- LUMO (alpha / beta): -5.50 / -9.53 eV



Molecular formula: C17H21ClN6O2S
Method: DFT, ωB97M-V with the def2-TZVPD basis set

Element x y z (Å)
C  2.05884  2.06537  0.03084
C  1.60751  2.06772  1.47701
H  1.98409  -0.58797  -0.06569
H  1.82630  -0.90652  -5.78796
H  0.99153  1.73626  3.81080
N  0.23587  -2.37374  -0.77952
H  0.52507  0.01640  3.68847
C  1.00396  -0.14474  -0.27383
C  0.23045  0.04120  1.03119
C  -1.07799  1.41244  3.35858
H  -0.80178  0.34275  0.79738
C  -3.74216  2.17272  3.44595
C  2.04254  -2.20081  -3.25436
H  0.18020  -0.90318  1.58601
S  0.87915  -3.27638  -3.93605
N  0.84292  1.02728  1.89375
H  1.41743  -4.47498  -1.94375
H  -3.07190  4.09097  2.77155
C  1.72228  -0.31288  -4.87938
H  2.21762  0.64796  -4.99975
N  3.26235  -0.44497  -2.98560
H  0.92251  -2.65592  -0.09760
C  -2.78173  3.08867  3.04458
H  0.22136  1.69522  -1.05727
C  -0.44224  -3.42548  -1.49860
H  0.66220  -0.16510  -4.66123
C  -3.38668  0.88309  3.80390
C  0.37183  1.01599  3.26936
O  -0.41733  -0.70048  -2.14687
H  -0.02662  -5.12060  -2.77689
H  -0.89030  -4.11236  -0.77336
C  -2.05499  0.50938  3.75356
C  1.19664  1.23080  -0.90122
H  -1.77696  -0.49649  4.03404
H  -0.69676  3.40915  2.70086
H  -4.14341  0.18075  4.11644
H  -1.23611  -2.95007  -2.08176
C  0.21210  -1.07903  -1.18158
H  2.10596  3.10465  -0.29747
Cl  -5.40474  2.64596  3.50308
C  -1.45535  2.70341  3.00428
N  2.78593  -2.37527  -2.17792
C  0.47519  -4.22012  -2.42692
N  2.33395  -0.98566  -3.77724
H  3.08338  1.68091  0.02376
N  3.50986  -1.27241  -2.05846
O  1.96800  2.93959  2.24616
H  1.68709  1.14444  -1.87157

Cartesian forces (eV/Å) of the 6 atoms listed first:
C -0.07 0.07 -0.09
C 0.30 0.07 -0.27
H -0.06 -0.02 0.02
H 0.04 0.08 0.02
H -0.09 -0.21 -0.02
N -0.20 -0.26 0.19

Output
- E_tot: -1997.82934 Eh
- Orbital gap: 9.383 eV
- HOMO level: -8.99 eV
- Net charge: 0
- LUMO: 0.40 eV